ORCA calculation (ωB97M-V with the def2-TZVPD basis set) on a 3-piece molecular cluster, C4H10O2 overall in a non-equilibrium geometry.

Calculated values
E_tot, hartree: -308.6962
Gap between HOMO and LUMO, eV: 4.3
Energy relative to the best compared isomer or geometry (same formula, charge and spin), kcal per mole: 126.75

Geometry (Å):
C -0.056253 0.279003 0.164037
C 0.057099 -1.076773 -0.306342
C 1.047495 -1.467611 -1.220569
C 1.220245 -2.712126 -1.724300
H 0.707241 0.950893 -0.222212
H -0.021515 0.357163 1.261716
H -1.017877 0.730209 -0.136373
H 1.715127 -0.699973 -1.600739
H 0.536904 -3.501179 -1.433163
H 2.018323 -2.883439 -2.428684
H -0.619261 -1.848382 0.057511
H -1.183615 2.070910 1.491728
O -1.941126 1.462093 1.919813
H 0.138264 3.598788 0.953139
H -2.532550 2.045115 2.393135
O -0.068500 2.695308 0.831302

Atoms 1-2, force components in eV/Å:
C 1.10 -0.68 -0.95
C -0.36 0.57 0.62